Entry 1:
ORCA calculation (wB97M-V/def2-TZVPD) on a 2-piece molecular cluster, C4H15N2O overall at a distorted geometry.

```
! RIJCOSX wB97M-V def2-TZVPD def2/J DEFGRID3
* xyz 1 1
C 0.2441 -0.7550 -2.2365
N 1.3765 0.1598 -2.3730
C 1.4117 1.4483 -1.6530
O 2.7898 1.8143 -1.4838
H 0.3049 -1.3867 -1.3336
H 0.2003 -1.4593 -3.0457
H -0.7572 -0.3087 -2.1617
H 1.6875 0.2754 -3.2762
H 0.9009 2.2267 -2.1894
H 0.9175 1.3306 -0.6575
H 3.2149 0.9641 -1.3521
C -1.9750 -0.1707 2.8863
C -1.0324 -1.0495 2.0754
N -0.3542 -0.1496 1.0725
H -2.5825 -0.7808 3.5593
H -1.3680 0.5044 3.4336
H -2.6186 0.3434 2.1856
H -0.2250 -1.4193 2.6690
H -1.4675 -1.8502 1.4881
H -1.0497 0.1918 0.3796
H 0.3548 -0.6446 0.5531
H 0.0273 0.7156 1.4598
*
```

Results
Molar mass   107.18 g/mol
HOMO-LUMO gap   9.045 eV
Electronic energy   -345.866055 a.u.

=====

Entry 2:
ORCA calculation (wB97M-V/def2-TZVPD) on a 2-piece molecular cluster, C3H10N3S overall at a distorted geometry.

```
! RIJCOSX wB97M-V def2-TZVPD def2/J DEFGRID3
* xyz 1 1
C 1.0632 -0.2433 0.3709
C 2.9580 1.4016 0.3027
C -4.2358 0.2813 -0.3777
N -0.0870 -0.5220 0.1992
N 2.3266 -0.0229 0.0916
N 3.0950 -1.1765 -0.2758
S -3.6805 -0.7944 0.9768
H 3.6381 1.0258 1.0856
H 3.5888 1.5695 -0.5983
H 2.2064 2.1199 0.6326
H -5.3071 0.0113 -0.5595
H -3.5493 -0.0087 -1.1949
H -4.3776 1.3428 -0.0478
H -0.8971 -0.6947 0.7516
H -3.6629 -1.8330 0.0898
H 4.0181 -0.9680 -0.2364
H 2.9032 -1.4888 -1.2104
*
```

Results
Molar mass   120.20 g/mol
HOMO-LUMO gap   7.813 eV
Electronic energy   -682.384799 a.u.

=====

Entry 3:
ORCA calculation (wB97M-V/def2-TZVPD) on C52H44Cl3N4O2S3Zn as an isolated structure at a distorted geometry.

```
! RIJCOSX wB97M-V def2-TZVPD def2/J DEFGRID3
* xyz 1 1
Zn -0.2186 0.1998 0.4575
Cl -7.2287 0.4222 0.0052
C -5.5792 0.0370 0.3710
C -4.6738 1.0557 0.6124
C -3.3691 0.7155 0.9055
Cl -2.1564 1.9111 1.2122
C -2.8938 -0.6097 0.9413
O -1.6447 -0.8908 1.1907
C -3.8640 -1.5973 0.6832
Cl -3.3456 -3.2482 0.6968
C -5.1831 -1.2905 0.4108
H -4.9735 2.0933 0.5765
H -5.8926 -2.0827 0.2194
N 1.5342 0.6573 1.0858
S 2.8710 0.2364 0.6780
N 3.3673 -1.2798 1.1074
S 3.3906 -2.6011 0.2970
N 2.2093 -3.1051 -0.5568
S 0.6032 -2.6635 -0.2487
N 0.3656 -1.2868 -0.6737
C 0.4779 -3.2850 1.4469
C 0.8274 -4.6200 1.6326
C 0.8184 -5.1589 2.9072
C 0.5306 -4.3462 3.9948
C 0.2384 -3.0045 3.8038
C 0.1933 -2.4671 2.5250
C -0.2301 -3.8285 -1.3491
C -0.7286 -5.0762 -1.0104
C -1.4005 -5.8178 -1.9714
C -1.5996 -5.3082 -3.2448
C -1.1244 -4.0441 -3.5650
C -0.4343 -3.3069 -2.6192
C 4.7855 -2.7027 -0.8144
C 4.6397 -3.2247 -2.0876
C 5.7683 -3.3561 -2.8839
C 7.0100 -2.9670 -2.4019
C 7.1356 -2.4315 -1.1257
C 6.0177 -2.2975 -0.3224
C 3.8864 -3.7829 1.5464
C 4.1152 -5.0856 1.1270
C 4.4662 -6.0413 2.0634
C 4.5875 -5.6859 3.4020
C 4.3753 -4.3751 3.8027
C 4.0211 -3.4103 2.8714
C 4.0527 1.2471 1.5702
C 4.1049 2.5875 1.2124
C 4.9005 3.4534 1.9411
C 5.6285 2.9800 3.0267
C 5.5718 1.6383 3.3715
C 4.7799 0.7629 2.6418
C 3.5049 0.3283 -1.0270
C 2.7029 -0.0010 -2.1072
C 3.2647 -0.0557 -3.3739
C 4.6125 0.2121 -3.5551
C 5.4070 0.5469 -2.4677
C 4.8590 0.5995 -1.1966
H 1.1326 -5.2204 0.7879
H 1.0512 -6.2061 3.0464
H 0.5486 -4.7587 4.9951
H 0.0337 -2.3634 4.6505
H -0.0675 -1.4323 2.3796
H -0.6423 -5.4792 -0.0132
H -1.7841 -6.7956 -1.7131
H -2.1376 -5.8903 -3.9809
H -1.3003 -3.6273 -4.5475
H -0.0610 -2.3141 -2.8340
H 3.6552 -3.5084 -2.4345
H 5.6785 -3.7631 -3.8819
H 7.8874 -3.0742 -3.0259
H 8.1038 -2.1186 -0.7593
H 6.0842 -1.8760 0.6742
H 4.0020 -5.3420 0.0798
H 4.6380 -7.0636 1.7556
H 4.8392 -6.4379 4.1380
H 4.4719 -4.1042 4.8455
H 3.8245 -2.3888 3.1643
H 3.5187 2.9339 0.3694
H 4.9433 4.4996 1.6707
H 6.2373 3.6613 3.6053
H 6.1356 1.2695 4.2176
H 4.7162 -0.2862 2.8982
H 1.6620 -0.2348 -1.9414
H 2.6385 -0.2990 -4.2217
H 5.0483 0.1496 -4.5441
H 6.4591 0.7609 -2.6019
H 5.4763 0.8520 -0.3459
C 0.5011 1.0213 -7.5301
C 0.3946 1.4023 -6.0835
C 1.3021 2.2817 -5.5034
C 1.2292 2.6259 -4.1650
C 2.2510 3.5821 -3.6079
C 0.2280 2.0418 -3.3613
C 0.2827 2.2512 -1.9256
O -0.3609 1.6338 -1.0902
C -0.7421 1.1873 -3.9464
C -1.8907 0.6093 -3.1702
C -0.6303 0.8882 -5.2945
H 1.4172 1.4039 -7.9763
H -0.3439 1.4265 -8.0896
H 0.4784 -0.0625 -7.6498
H 2.0971 2.6973 -6.1119
H 2.8455 4.0058 -4.4149
H 2.9349 3.0707 -2.9245
H 1.7791 4.4085 -3.0761
H 0.9714 3.0374 -1.5785
H -2.3903 1.3770 -2.5803
H -1.5409 -0.1504 -2.4688
H -2.6159 0.1526 -3.8421
H -1.3626 0.2299 -5.7489
*
```

Results
Molar mass   1024.90 g/mol
HOMO-LUMO gap   6.893 eV
Electronic energy   -6731.523428 a.u.

=====

Entry 4:
ORCA calculation (wB97M-V/def2-TZVPD) on C17H40ClN4O2PSb as an isolated structure at a distorted geometry.

```
! RIJCOSX wB97M-V def2-TZVPD def2/J DEFGRID3
* xyz -1 1
C 3.4764 4.2702 1.5854
C 2.5094 3.4349 0.7873
O 2.0634 3.7939 -0.2848
O 2.2202 2.2825 1.3933
C 1.5634 1.2743 0.5439
C 1.1774 0.0908 1.3776
Sb -0.4486 -1.1561 0.4469
C -1.8043 0.5701 0.6862
C -2.2752 1.0479 -0.6887
C -3.5673 1.8744 -0.6482
C -4.1007 2.1704 -2.0570
N -3.0729 2.3752 -3.0722
C -2.2554 3.4819 -2.9405
N -2.6836 4.5854 -2.4520
N -0.9340 3.3185 -3.4450
C 0.8945 -2.8650 -0.0195
C 1.9177 -3.2894 1.0501
C 3.3707 -3.2961 0.5613
C 3.5587 -4.2679 -0.6199
C 3.8711 -1.9103 0.1475
C -0.8253 -2.0547 2.4391
C -2.1370 -1.8196 3.1688
C -3.4104 -2.0369 2.3474
Cl -2.1484 -0.2223 4.0269
P 0.1344 -0.2739 -1.9619
N -0.8952 -0.7585 -3.1069
H 4.4238 3.7433 1.6623
H 3.6258 5.2155 1.0766
H 3.1034 4.4580 2.5879
H 0.6906 1.7523 0.1148
H 2.2857 1.0023 -0.2235
H 2.0331 -0.4899 1.7072
H 0.6941 0.4741 2.2793
H -1.7514 -2.0571 -0.3329
H -1.2615 1.3820 1.1722
H -2.6911 0.3699 1.2822
H -1.5292 1.6949 -1.1389
H -2.4826 0.1750 -1.3159
H -3.3408 2.8175 -0.1509
H -4.3267 1.3382 -0.0814
H -4.7086 3.0707 -2.0221
H -4.7506 1.3657 -2.3940
H -2.5525 1.5341 -3.2779
H -1.9338 5.2668 -2.5031
H -0.7047 2.3381 -3.5635
H -0.2872 3.6584 -2.7426
H 1.4097 -2.7075 -0.9659
H 0.2147 -3.6965 -0.2056
H 1.8552 -2.7116 1.9720
H 1.7091 -4.3249 1.3319
H 4.0281 -3.6284 1.3684
H 4.5370 -4.7422 -0.6017
H 3.5176 -3.7029 -1.5527
H 2.7648 -5.0078 -0.6787
H 3.9348 -1.2418 1.0045
H 4.8673 -1.9624 -0.2891
H 3.1843 -1.4733 -0.5757
H -0.0161 -1.7629 3.1074
H -0.7322 -3.1375 2.3174
H -2.1787 -2.5223 3.9991
H -3.8762 -2.9731 2.6409
H -3.2346 -1.9923 1.2791
H -4.1255 -1.2505 2.5844
H 0.3739 1.1365 -2.0248
H 1.4277 -0.7794 -2.2757
H -0.3955 -1.2489 -3.8361
*
```

Results
Molar mass   520.72 g/mol
HOMO-LUMO gap   6.921 eV
Electronic energy   -2082.964922 a.u.